The following is a quantum chemistry calculation of a molecular structure, C39H39CuIN2PS, from OMol25.

Atoms and positions in Å:
C -0.19756 5.08337 2.97464
H -1.50772 -1.25935 -4.62024
C -1.85355 -3.47551 1.34664
H 3.27861 0.64337 1.66838
C -0.52745 4.29022 1.86494
H -0.98488 4.75699 1.00089
C -0.30828 2.94112 1.86399
H 1.26876 -0.67796 4.38355
H 0.03236 -2.85909 0.56371
C 4.73549 -2.29240 2.50748
C 2.33621 -2.51494 2.43549
H -5.82151 3.11645 -3.94248
H 0.52278 5.08288 4.98168
C -0.74252 -1.43017 1.97730
C -2.92072 -3.15239 2.17766
H 3.68333 -4.11145 2.92611
H 3.49132 1.56136 -3.52891
C 0.53985 3.10265 4.14059
C 1.04151 0.37301 4.30321
H 2.02078 -3.43855 -0.37949
C -0.77707 -2.61300 1.23364
Cu 1.27311 -0.30080 -0.42251
C 0.07649 -0.57112 -3.33712
H 4.38018 -2.04131 -2.15693
H -0.87344 -3.50264 -3.39151
C -5.18749 2.38775 -3.45595
H 5.71406 -2.72323 2.68142
N -3.46232 0.75610 -3.59277
H -5.64767 3.49168 -0.48612
H 3.69582 -2.30089 -0.55522
P 0.61769 -0.27851 1.70646
S -2.60593 -0.59941 -1.50460
H -3.73686 -1.70559 3.53389
H 1.17508 3.17217 6.19039
C 1.22105 1.17978 5.43728
H -0.75917 0.24331 -5.13126
C 0.30351 4.49682 4.09650
C 1.37875 -2.08063 -1.94717
C 2.45117 -1.14246 -1.90934
C 2.19974 -1.18034 2.06687
C 0.28701 2.28749 2.99486
H -1.05765 -3.25767 -1.65466
C -2.90321 -1.96764 2.89522
N -4.49210 1.23035 -1.51416
C 2.26009 0.12564 -2.50787
H -1.91421 -2.22149 -2.76900
C 0.61980 0.89216 3.09657
H -6.80155 2.17408 -0.60622
H 1.35148 1.73868 -4.88740
H 4.32264 0.75217 -2.21864
C 0.18864 -1.77745 -2.62279
C -6.21749 2.88335 -1.19107
C -4.25664 1.65143 -4.16845
C 3.36051 -0.40918 1.93081
C -0.97286 -2.74143 -2.61106
H -1.86671 -4.40040 0.78054
C 0.89961 1.73240 -3.89100
C 4.61129 -0.95060 2.15749
C -3.63663 0.59400 -2.29012
H -3.76641 -3.82383 2.25805
C 1.00748 2.52003 5.34041
H 1.45793 -3.12967 2.57863
C 1.07239 0.39714 -3.21800
C 3.79292 -1.57526 -1.35876
H 5.49296 -0.32879 2.06127
H 3.13391 2.00451 -1.86981
H -0.15140 1.98241 -3.99301
H 1.37609 2.52558 -3.31624
H 4.37156 -0.74468 -0.96074
H -6.88816 3.52896 -1.75501
H -0.37863 6.14979 2.93688
H 0.73200 -4.08184 -1.39959
I -1.05323 1.87159 0.21699
C -1.81548 -1.10825 2.79754
H -1.80694 -0.18364 3.36605
H -4.13714 1.78195 -5.23974
H 2.37108 -3.98408 -2.00913
C 1.62834 -3.46626 -1.39667
C 3.59842 -3.06909 2.64201
C -5.27316 2.14884 -2.08704
C 3.36428 1.15941 -2.52330
H 1.55628 0.73254 6.36395
C -1.08787 -0.32281 -4.26092
H -1.90274 0.25232 -3.79801

Force components x, y, z for each atom (eV/Å):
C 0.05 0.11 0.21
H -0.09 -0.01 -0.02
C -0.02 -0.05 -0.02
H 0.00 -0.03 -0.01
C -0.09 -0.09 -0.34
H 0.02 -0.03 0.04
C 0.26 -0.16 0.34
H 0.05 -0.16 -0.04
H 0.15 0.00 -0.07
C 0.05 0.06 -0.02
C -0.09 0.02 -0.04
H 0.02 -0.04 0.02
H -0.01 -0.01 -0.05
C -0.12 -0.04 -0.07
C -0.01 -0.03 -0.02
H -0.01 0.05 -0.01
H 0.00 -0.01 0.01
C -0.05 -0.05 -0.22
C -0.12 0.22 -0.24
H -0.02 -0.05 0.02
C -0.19 0.07 0.10
Cu -0.32 0.33 -0.11
C 0.03 -0.12 -0.28
H 0.00 0.01 0.05
H -0.02 0.02 0.01
C 0.07 -0.02 -0.07
H -0.04 0.03 -0.01
N -1.57 0.56 0.23
H -0.02 -0.01 -0.01
H -0.02 0.01 0.01
P 1.40 -1.10 0.14
S -0.60 0.50 0.82
H 0.02 -0.01 -0.01
H 0.00 -0.04 -0.03
C 0.04 -0.04 0.03
H 0.01 -0.02 -0.07
C -0.01 0.08 -0.02
C 0.18 -0.21 0.02
C 0.02 -0.17 -0.14
C 0.00 -0.13 0.42
C -0.07 -0.13 -0.06
H -0.04 0.06 -0.03
C 0.00 0.03 0.01
N -0.01 -0.10 0.32
C 0.12 0.15 0.02
H 0.07 -0.28 -0.29
C -0.32 0.51 0.09
H 0.00 -0.02 -0.01
H -0.04 -0.01 0.00
H -0.02 0.00 0.01
C -0.02 0.09 0.00
C 0.01 0.05 -0.02
C -0.29 0.26 -0.06
C -0.09 0.14 -0.03
C 0.44 -0.37 -0.19
H 0.00 0.05 0.03
C 0.12 0.07 0.14
C 0.06 -0.08 0.01
C -0.10 0.05 -0.05
H 0.03 0.03 0.00
C -0.01 0.07 0.07
H -0.05 -0.05 0.01
C 0.10 0.01 0.09
C 0.08 0.06 -0.08
H -0.02 -0.02 0.00
H 0.01 -0.01 -0.02
H -0.05 0.05 -0.03
H -0.03 0.00 -0.02
H -0.05 -0.05 -0.03
H 0.02 -0.01 0.01
H 0.01 -0.03 0.01
H 0.06 0.03 0.00
I -0.57 0.75 -0.20
C -0.04 0.05 0.15
H 0.00 -0.07 -0.04
H -0.01 0.00 0.04
H 0.01 0.04 0.00
C -0.08 -0.04 0.02
C -0.10 -0.05 -0.01
C 0.01 0.03 -0.06
C 0.00 0.03 -0.04
H -0.01 0.02 -0.02
C 1.03 -0.29 0.22
H 0.92 -0.46 -0.51

Results
HOMO level (spin up / spin down) ... -10.25 / -10.24 eV
E_tot ... -4296.54445 Eh
Charge ... +1
Frontier orbital gap (spin up / spin down) ... 7.9 / 5.7 eV
Strongest force on any atom ... 1.8 eV/Å
Lowest unoccupied orbital energy (spin up / spin down) ... -0.088 / -0.167 hartree
Spin multiplicity ... 2